(1)
Below is C10H9DyF5I2InO4S as an isolated structure in a non-equilibrium geometry, with properties calculated with ωB97M-V/def2-TZVPD.

```
33
Properties=species:S:1:pos:R:3:mulliken_charge:R:1
I 3.982 -1.462 -0.128 0.318
I 3.834 1.518 -0.033 0.346
Dy 1.073 1.932 1.060 0.960
In 0.539 -1.669 1.114 1.052
S 0.805 0.079 -0.620 0.121
C -1.545 -2.972 -0.487 0.064
C -0.946 -3.033 2.896 0.130
C -0.314 0.001 -2.463 1.077
C 0.161 1.275 -3.112 -1.356
C -1.784 0.000 -2.172 -0.980
C 0.156 -1.270 -3.119 -1.282
C -1.005 3.232 2.748 0.199
C -1.397 2.924 -0.268 0.130
O -1.388 -3.732 3.654 0.099
O -2.165 -3.744 -1.100 -0.040
O -1.469 3.801 3.627 -0.007
O -2.084 3.568 -0.926 -0.043
H -0.219 1.366 -4.127 0.481
H 1.253 1.335 -3.165 0.408
H -0.203 2.144 -2.566 0.287
H -2.298 -0.001 -3.133 0.494
H -2.106 0.888 -1.626 0.108
H -2.119 -0.891 -1.626 0.130
H -0.228 -1.355 -4.134 0.503
H -0.204 -2.157 -2.597 0.244
H 1.244 -1.338 -3.189 0.368
F 2.206 1.411 2.711 -0.257
C 1.457 -0.268 2.666 0.214
F 2.658 -0.877 2.900 -0.085
C 0.747 -0.199 3.986 0.860
F 1.329 0.558 4.952 -0.157
F -0.488 0.389 3.764 -0.226
F 0.519 -1.454 4.510 -0.160
```

HOMO-LUMO gap (alpha / beta)   0.1930 / 0.1948 hartree
Spin multiplicity   6
Strongest force on any atom   5.87 eV/Å
Total charge   +4
DFT total energy   -3253.6680 Eh



(2)
Below is an isolated ion of composition C10H9F2N2 and charge +1 in a non-equilibrium geometry, with properties calculated with ωB97M-V/def2-TZVPD.

```
23
Properties=species:S:1:pos:R:3:mulliken_charge:R:1
C 3.098 -0.763 0.231 -0.376
C 2.946 -2.036 -0.225 -0.374
C 1.956 0.108 0.309 -0.508
C 1.675 -2.556 -0.512 -0.139
C 0.745 -0.412 -0.183 0.636
C -2.224 2.025 -0.141 -0.585
C -0.890 1.544 0.091 -0.180
C -3.316 1.120 -0.124 0.143
C -0.530 0.240 -0.380 -0.538
C -3.307 -0.085 0.460 -0.672
N 0.620 -1.763 -0.515 -0.433
N -4.093 -1.079 0.058 0.427
F -5.098 -0.936 -0.871 -0.149
F -4.517 -2.065 0.822 -0.120
H 3.970 -0.181 0.468 0.399
H 3.684 -2.880 -0.390 0.282
H 2.238 1.114 0.441 0.330
H 1.652 -3.584 -0.553 0.460
H -2.247 3.070 -0.309 0.412
H -0.012 2.180 0.254 0.308
H -4.327 1.476 -0.484 0.374
H -1.263 -0.400 -0.744 0.746
H -2.824 -0.297 1.365 0.556
```

HOMO-LUMO gap (alpha / beta)   0.2417 / 0.2068 hartree
Spin multiplicity   3
Strongest force on any atom   4.60 eV/Å
Total charge   +1
DFT total energy   -695.1123 Eh



(3)
Below is C10H9I2LuN3O4RhS as an isolated structure in a non-equilibrium geometry, with properties calculated with ωB97M-V/def2-TZVPD.

```
31
Properties=species:S:1:pos:R:3:mulliken_charge:R:1
I -2.890 0.253 2.878 0.262
I -1.952 -2.403 3.422 0.433
Lu -0.218 0.301 1.817 0.851
Rh 0.251 1.231 -0.910 -0.001
S -1.311 -0.686 -0.525 0.198
C 1.424 1.676 -2.315 0.288
C 0.165 2.990 -0.190 0.476
C -0.804 -1.992 -1.738 1.240
C -1.252 -3.330 -1.158 -1.442
C 0.698 -1.996 -1.956 -1.357
C -1.496 -1.708 -3.074 -1.412
C 2.093 0.212 2.707 0.254
C 1.756 0.409 -0.095 0.379
O 0.068 4.117 0.050 -0.103
O 2.254 1.838 -3.107 -0.061
O 3.177 0.463 3.002 -0.048
O 2.839 0.004 0.037 -0.089
H -0.934 -4.153 -1.808 0.439
H -2.339 -3.384 -1.058 0.413
H -0.812 -3.487 -0.170 0.400
H 0.910 -2.772 -2.706 0.541
H 1.240 -2.226 -1.034 0.351
H 1.027 -1.034 -2.367 0.251
H -1.217 -2.484 -3.800 0.460
H -1.191 -0.734 -3.475 0.400
H -2.586 -1.710 -2.983 0.441
N 0.098 2.202 2.781 -0.392
C 0.218 3.094 3.562 0.557
N 0.308 3.857 4.554 -0.251
C 0.254 5.150 4.700 0.553
N 0.224 6.302 4.958 -0.030
```

HOMO-LUMO gap (alpha / beta)   0.2615 / 0.1879 hartree
Spin multiplicity   5
Strongest force on any atom   8.26 eV/Å
Energy above the lowest of the compared OMol25 structures with the same formula, charge and spin   15.9 kJ/mol
Total charge   +4
DFT total energy   -3189.5220 Eh



(4)
Below is C10H9N2O5Tc as an isolated structure in a non-equilibrium geometry, with properties calculated with ωB97M-V/def2-TZVPD.

```
27
Properties=species:S:1:pos:R:3:mulliken_charge:R:1
O 2.566 1.463 -1.601 0.064
C 2.707 0.301 -1.642 0.491
Tc -1.187 -0.358 -1.992 0.498
C -2.739 -0.429 -0.884 0.446
O -3.685 -0.473 -0.201 -0.101
C -2.549 -0.301 -3.505 0.448
O -3.504 -0.168 -4.160 -0.055
C -0.376 -2.094 -1.887 0.359
O 0.129 -3.131 -1.640 -0.202
C -0.672 1.493 -2.292 0.305
O -0.483 2.635 -2.390 -0.124
H 1.971 -0.647 -1.380 0.328
C 2.471 -1.099 2.454 -1.119
C 1.302 -0.546 1.734 0.451
C 0.491 0.504 2.085 -0.836
C -0.421 0.711 1.041 0.492
N -0.174 -0.185 0.063 0.493
N 0.837 -0.988 0.535 -0.472
C -1.461 1.730 1.093 -1.464
H 2.990 -0.267 2.957 0.395
H 2.148 -1.792 3.246 0.336
H 3.183 -1.603 1.795 0.378
H 0.523 1.055 3.007 0.498
H 1.143 -1.856 0.103 0.302
H -2.431 1.330 1.380 0.370
H -1.195 2.416 1.899 0.400
H -1.584 2.298 0.183 0.319
```

HOMO-LUMO gap (alpha / beta)   0.2109 / 0.1900 hartree
Spin multiplicity   4
Strongest force on any atom   8.59 eV/Å
Energy above the lowest of the compared OMol25 structures with the same formula, charge and spin   0.0 kJ/mol
Total charge   +3
DFT total energy   -951.6132 Eh



(5)
Below is a 2-piece molecular cluster, C10H9N4O6S2 overall in a non-equilibrium geometry, with properties calculated with ωB97M-V/def2-TZVPD.

```
31
Properties=species:S:1:pos:R:3:mulliken_charge:R:1
C -2.699 -4.123 0.429 -1.512
C -1.610 -3.093 0.147 0.615
C -1.911 -2.282 -1.106 -1.088
O -0.329 -3.742 0.011 -0.394
C 0.745 -2.959 0.287 0.048
S 2.266 -3.610 -0.008 -0.434
S 0.669 -1.398 0.899 -0.383
H -3.678 -3.650 0.516 0.385
H -2.748 -4.853 -0.378 0.343
H -2.502 -4.668 1.353 0.352
H -1.532 -2.423 1.018 0.284
H -2.878 -1.783 -1.043 0.357
H -1.142 -1.530 -1.284 0.158
H -1.925 -2.939 -1.974 0.337
O -1.151 4.663 1.590 -0.569
N -0.924 4.155 0.491 0.979
O -1.625 4.368 -0.501 -0.620
C 0.215 3.269 0.347 -0.823
C 0.493 2.701 -0.859 -0.113
C 1.600 1.845 -1.040 -0.268
N 1.862 1.282 -2.354 0.998
O 1.206 1.697 -3.313 -0.607
O 2.730 0.415 -2.465 -0.581
C 2.437 1.548 -0.002 -0.494
C 2.171 2.119 1.252 0.633
N 2.803 2.033 2.428 -0.554
O 2.144 2.800 3.281 -0.018
N 1.099 3.375 2.700 -0.532
C 1.080 2.977 1.431 1.407
H -0.147 2.918 -1.701 0.627
H 3.279 0.891 -0.151 0.469
```

HOMO-LUMO gap   0.1342 hartree
Strongest force on any atom   2.22 eV/Å
Total charge   -1
DFT total energy   -1853.0845 Eh



(6)
Below is an isolated molecule of C10H9NO in a non-equilibrium geometry, with properties calculated with ωB97M-V/def2-TZVPD.

```
21
Properties=species:S:1:pos:R:3:mulliken_charge:R:1
C 1.206 -1.008 1.542 0.739
C 1.412 0.448 1.729 -0.248
C 0.814 1.254 0.880 -1.038
C -0.045 0.882 -0.244 0.028
C -0.937 1.562 -0.959 1.019
C -1.564 0.987 -2.082 -0.182
C -1.516 -0.263 -2.482 -0.688
C -1.070 -1.252 -1.381 -0.504
C -0.162 -0.643 -0.557 0.744
C 0.454 -1.485 0.515 -0.873
H 1.707 -2.684 2.653 0.278
H 3.011 -1.177 2.694 0.297
H 2.112 0.863 2.585 0.148
H 0.962 2.304 0.855 0.405
H -1.374 3.202 -1.404 0.334
H -1.954 1.613 -3.023 0.136
H -2.352 -0.790 -3.044 0.298
H -1.348 -2.422 -1.325 0.231
H 0.050 -2.595 0.715 0.016
N 1.907 -1.598 2.749 -0.606
O -1.315 2.805 -0.417 -0.535
```

HOMO-LUMO gap   0.3035 hartree
Strongest force on any atom   8.60 eV/Å
Energy above the lowest of the compared OMol25 structures with the same formula, charge and spin   502.9 kJ/mol
DFT total energy   -516.2723 Eh



Number 6 is which compound? C10H9NO



Which value of strongest force on any atom does entry 5 give? 2.22 eV/Å